Entry 1:
{"formula": "C24H24F5O3RuS3", "method": "ωB97M-V/def2-TZVPD", "charge": 3, "s2": 6.05, "homo_lumo_gap_ha": [0.2803, 0.1137], "spin_multiplicity": 5, "total_energy_ev": -80060.6655, "homo_energy_ev": [-17.41, -17.36], "elements": ["Ru", "O", "S", "C", "C", "C", "C", "S", "O", "C", "C", "C", "C", "C", "C", "C", "C", "C", "C", "C", "C", "H", "H", "H", "H", "H", "H", "H", "H", "H", "H", "H", "H", "H", "H", "H", "H", "H", "H", "C", "S", "C", "H", "H", "H", "H", "H", "H", "F", "C", "C", "F", "C", "F", "C", "O", "C", "F", "C", "F"], "xyz": [[-0.61742, -17.99965, 4.08593], [-1.69953, -16.17145, 4.26723], [-2.19433, -14.89144, 3.58654], [-1.58065, -13.47076, 4.62472], [-0.07540, -13.32631, 4.80463], [0.56556, -14.41356, 5.70188], [1.71452, -15.15460, 5.04501], [2.04605, -16.80965, 5.82001], [0.72143, -17.58215, 5.77396], [3.09371, -17.49048, 4.56692], [4.49328, -17.41869, 4.77947], [5.32571, -17.93023, 3.80381], [4.77516, -18.46750, 2.64946], [3.39257, -18.52335, 2.44149], [2.53958, -18.03259, 3.43036], [-1.28239, -14.60118, 2.08525], [-1.48861, -13.39988, 1.39172], [-0.72813, -13.16763, 0.24301], [0.20361, -14.11180, -0.16777], [0.40049, -15.28777, 0.54928], [-0.36171, -15.53841, 1.68424], [-2.07253, -13.56480, 5.63211], [-2.01880, -12.56459, 4.13565], [0.09845, -12.34763, 5.28804], [0.45661, -13.24141, 3.84848], [-0.20604, -15.13592, 6.00964], [0.89665, -13.92254, 6.65633], [2.67793, -14.61766, 5.16090], [1.50838, -15.29788, 3.98386], [4.89024, -16.99956, 5.70341], [6.40750, -17.92900, 3.90635], [5.42258, -18.84974, 1.87728], [3.00129, -18.96365, 1.52678], [1.42035, -18.02212, 3.35511], [-2.21880, -12.68987, 1.78600], [-0.87818, -12.25952, -0.32715], [0.79072, -13.94475, -1.06093], [1.12682, -16.02744, 0.21070], [-0.24185, -16.46262, 2.27179], [-2.95720, -20.33702, 4.88155], [-1.34057, -19.63358, 5.36774], [-1.90996, -18.87509, 6.91849], [-3.73465, -19.58027, 5.02996], [-3.13835, -21.19113, 5.54864], [-2.90006, -20.61352, 3.82190], [-2.21204, -19.70897, 7.56717], [-2.76256, -18.20819, 6.72958], [-1.04972, -18.33247, 7.32207], [-0.61140, -22.34285, -1.30258], [-0.88960, -21.42600, -0.33550], [-0.17170, -21.38416, 0.85092], [0.84105, -22.30292, 1.05239], [-0.41275, -20.41009, 1.81713], [0.36731, -20.38030, 2.96797], [-1.41384, -19.43342, 1.61063], [-1.74291, -18.42283, 2.47268], [-2.13635, -19.51301, 0.40779], [-3.10795, -18.59107, 0.22408], [-1.89561, -20.49804, -0.53151], [-2.60493, -20.49037, -1.70354]], "forces_ev_per_angstrom": [[0.370, 0.782, -0.003], [0.136, 1.061, -0.647], [-0.835, 0.284, 1.499], [-0.307, 0.472, 0.139], [0.472, 0.212, 0.220], [-0.309, 0.265, 1.390], [0.457, -0.116, 0.345], [0.183, 0.826, -0.044], [-1.126, -0.242, -1.133], [1.089, 0.376, 0.497], [-1.045, -0.080, 0.267], [0.156, -0.030, -0.245], [-0.557, -0.074, -0.325], [-0.103, 0.010, 0.203], [-0.237, 0.128, -0.380], [-0.441, 1.236, 0.581], [-0.932, -1.512, 2.361], [0.532, 0.443, -1.245], [1.040, -1.198, -0.212], [0.981, 0.854, -2.281], [-0.562, -0.553, 1.222], [0.148, -0.205, -1.089], [0.186, -0.718, 0.306], [-0.265, -0.325, -0.263], [-0.167, -0.102, -0.009], [0.207, 0.166, -0.149], [-0.139, -0.557, -0.856], [-0.419, -0.305, -0.222], [0.179, -0.271, -0.146], [-0.080, -0.098, -0.184], [-0.208, 0.101, 0.167], [0.127, -0.098, -0.057], [0.071, 0.066, 0.182], [1.110, -0.299, -0.382], [0.203, -0.012, -0.388], [0.021, 0.056, -0.054], [-0.033, 0.096, -0.008], [-0.129, 0.259, 0.017], [0.032, 0.526, -0.491], [0.187, 0.365, -0.261], [-1.129, -1.438, 1.426], [0.210, 0.097, -0.064], [0.173, -0.141, -0.097], [0.133, 0.147, -0.387], [-0.116, -0.201, 0.423], [0.177, 0.301, -0.095], [0.323, -0.206, 0.005], [-0.306, -0.172, 0.108], [-0.500, 1.796, 2.074], [0.334, -1.729, -1.913], [2.445, -1.336, 1.562], [-1.947, 1.775, -0.329], [1.241, -0.609, 0.652], [-1.302, 0.007, -1.797], [-0.460, 1.812, 1.759], [1.585, -2.296, -0.918], [-1.469, 0.682, -0.561], [1.130, -1.088, -0.025], [-1.701, 0.919, -2.183], [1.185, -0.110, 2.037]]}



Entry 2:
{"formula": "C24H24N2O", "method": "ωB97M-V/def2-TZVPD", "charge": 0, "homo_lumo_gap_ha": 0.3387, "smiles": "Cc1ccc(C2(c3ccc(C)cc3)C[C@@H]2C(=O)NCc2cccnc2)cc1", "spin_multiplicity": 1, "total_energy_ev": -30305.8394, "homo_energy_ev": -8.53, "elements": ["C", "C", "C", "C", "C", "C", "C", "H", "H", "C", "C", "C", "C", "O", "N", "H", "C", "C", "C", "N", "C", "C", "C", "H", "H", "H", "H", "H", "H", "H", "H", "H", "C", "C", "C", "C", "C", "C", "H", "H", "C", "H", "H", "H", "H", "H", "H", "H", "H", "H", "H"], "xyz": [[2.53935, 3.52108, 0.58865], [1.61711, 2.34376, 0.67924], [1.20666, 1.86126, 1.91520], [0.30879, 0.81457, 2.01149], [-0.20016, 0.21701, 0.86741], [0.22264, 0.68732, -0.37142], [1.11898, 1.73387, -0.46442], [1.43316, 2.08363, -1.43742], [-0.17106, 0.24051, -1.27404], [-1.22097, -0.87548, 0.91480], [-1.30107, -1.81888, 2.07942], [-0.75207, -2.30955, 0.77299], [0.72694, -2.54126, 0.69071], [1.44458, -2.69213, 1.65669], [1.18806, -2.59044, -0.58523], [0.58751, -2.27355, -1.32929], [2.60597, -2.69959, -0.87307], [3.28582, -1.35547, -0.85958], [3.52262, -0.64178, -2.02800], [4.11928, 0.53656, -2.06019], [4.50816, 1.06870, -0.91490], [4.30089, 0.46203, 0.31467], [3.67538, -0.77155, 0.34138], [3.48534, -1.28404, 1.27254], [4.62618, 0.93758, 1.22654], [5.00946, 2.02469, -0.99281], [3.23013, -1.04081, -2.99232], [2.72727, -3.18457, -1.84479], [3.03329, -3.33202, -0.09012], [-1.34990, -2.98114, 0.16938], [-0.58630, -1.71881, 2.88187], [-2.27720, -2.16237, 2.38797], [-2.49941, -0.46585, 0.25367], [-2.87307, -0.92406, -1.00185], [-4.05539, -0.50197, -1.58217], [-4.89338, 0.39027, -0.92695], [-4.51211, 0.85457, 0.32599], [-3.33136, 0.43565, 0.90752], [-3.04504, 0.80499, 1.88152], [-5.14904, 1.55149, 0.85198], [-6.16403, 0.85870, -1.56812], [-5.96185, 1.71481, -2.21291], [-6.88756, 1.16627, -0.81689], [-6.60199, 0.07377, -2.18082], [-4.33185, -0.87209, -2.55956], [-2.24015, -1.61943, -1.53591], [-0.00597, 0.47063, 2.98510], [1.58724, 2.32039, 2.81685], [2.96954, 3.60022, -0.40618], [3.34249, 3.44363, 1.31856], [1.98806, 4.43888, 0.79680]], "forces_ev_per_angstrom": [[-0.075, 0.015, 0.009], [-0.055, 0.002, 0.075], [0.069, 0.106, -0.070], [-0.066, -0.096, -0.066], [0.159, 0.008, 0.124], [0.008, 0.007, 0.090], [-0.021, 0.013, -0.010], [0.059, 0.036, -0.100], [-0.059, -0.039, -0.099], [-0.067, -0.013, 0.000], [0.060, 0.016, -0.048], [-0.064, -0.012, 0.205], [-0.370, -0.070, -0.306], [0.247, 0.036, 0.301], [0.025, -0.157, -0.281], [-0.064, -0.005, 0.132], [0.054, 0.059, 0.129], [0.085, 0.013, 0.031], [-0.110, -0.327, 0.172], [0.094, 0.319, -0.459], [0.102, 0.099, 0.245], [-0.018, -0.117, -0.084], [0.081, 0.066, -0.090], [-0.023, -0.062, 0.090], [0.032, 0.078, 0.085], [0.046, 0.097, 0.099], [-0.063, -0.150, -0.064], [0.024, 0.000, 0.109], [-0.005, 0.000, -0.214], [-0.056, 0.037, -0.001], [0.138, 0.007, -0.001], [-0.082, 0.000, -0.095], [-0.129, -0.182, -0.024], [0.078, 0.014, 0.125], [-0.099, 0.078, -0.010], [0.006, -0.066, -0.040], [0.029, -0.002, -0.002], [0.016, -0.066, -0.063], [0.033, 0.046, 0.122], [-0.081, 0.064, 0.054], [0.040, 0.058, -0.039], [-0.077, 0.051, -0.051], [-0.091, 0.020, 0.001], [-0.080, -0.011, -0.039], [-0.044, -0.041, -0.094], [0.074, -0.087, -0.015], [-0.038, -0.075, 0.097], [0.049, 0.053, 0.103], [0.073, 0.053, -0.056], [0.107, 0.037, 0.033], [0.047, 0.091, -0.008]]}



Entry 3:
{"formula": "C24H24N5", "method": "ωB97M-V/def2-TZVPD", "charge": 1, "homo_lumo_gap_ha": 0.3058, "spin_multiplicity": 1, "total_energy_ev": -32714.8495, "homo_energy_ev": -11.24, "elements": ["C", "C", "N", "C", "C", "H", "H", "H", "H", "N", "C", "C", "C", "C", "C", "H", "H", "H", "H", "H", "N", "C", "C", "C", "C", "C", "H", "H", "H", "H", "H", "N", "C", "C", "C", "C", "C", "H", "H", "H", "H", "H", "N", "C", "C", "C", "C", "C", "H", "H", "H", "H", "H"], "xyz": [[3.75420, -2.04043, -3.13754], [2.89173, -1.28303, -2.90397], [1.78903, -0.44375, -2.71252], [0.62157, -1.19976, -2.95592], [-0.31066, -1.88986, -3.12962], [4.47032, -2.79610, -3.08650], [1.76705, -0.09258, -1.74017], [1.80123, 0.37897, -3.32206], [-1.17289, -2.49039, -2.95772], [-1.87837, -4.63640, -2.93368], [-0.90999, -5.51635, -3.19512], [-0.86084, -6.78902, -2.65284], [-1.87100, -7.17322, -1.78597], [-2.88563, -6.27458, -1.50143], [-2.84480, -5.02605, -2.09917], [-0.13974, -5.17476, -3.87893], [-0.05322, -7.46173, -2.90476], [-1.86863, -8.15953, -1.34090], [-3.69331, -6.53549, -0.83257], [-3.62234, -4.29495, -1.90951], [3.75339, 1.22567, -1.32360], [3.88553, 2.04091, -0.26724], [4.95770, 2.89632, -0.08743], [5.95452, 2.92243, -1.04721], [5.84031, 2.09315, -2.14850], [4.73155, 1.27163, -2.24020], [3.08732, 1.99426, 0.46455], [5.00946, 3.52773, 0.78785], [6.80715, 3.57941, -0.93854], [6.59514, 2.08239, -2.92173], [4.61423, 0.61428, -3.09068], [-1.74675, 1.30820, 0.17019], [-1.81974, 2.30714, 1.04671], [-0.88955, 3.33690, 1.12128], [0.17444, 3.32775, 0.23809], [0.26516, 2.29459, -0.68332], [-0.71662, 1.31824, -0.67061], [-2.66969, 2.27615, 1.71829], [-1.00218, 4.12629, 1.85125], [0.91788, 4.11458, 0.26123], [1.08078, 2.25581, -1.39660], [-0.69209, 0.49307, -1.37904], [-4.05082, 3.93131, 4.89295], [-3.08057, 3.08208, 4.56342], [-2.92193, 1.82967, 5.13467], [-3.82344, 1.43650, 6.11061], [-4.83905, 2.30644, 6.46936], [-4.90862, 3.53627, 5.83154], [-2.39652, 3.43523, 3.79928], [-2.11388, 1.18100, 4.82394], [-3.73519, 0.46723, 6.58420], [-5.56278, 2.03963, 7.22666], [-5.68882, 4.24679, 6.07956]], "forces_ev_per_angstrom": [[0.671, -0.905, 0.336], [-0.874, 1.428, 0.077], [-0.768, -0.548, -0.065], [1.392, 1.324, 0.047], [-1.493, -0.795, 0.626], [0.879, -0.631, -0.410], [0.469, 0.356, 0.129], [0.284, 0.233, -0.036], [-0.434, -0.599, -0.662], [0.034, -0.042, 0.212], [-0.014, 0.149, -0.070], [-0.022, -0.007, 0.001], [-0.007, -0.057, 0.029], [0.030, -0.032, -0.036], [-0.027, 0.153, -0.087], [0.035, -0.056, -0.001], [0.009, 0.009, -0.018], [0.002, 0.002, 0.000], [-0.017, 0.021, -0.003], [-0.025, -0.035, 0.047], [0.128, 0.206, -0.143], [-0.235, -0.246, -0.051], [0.002, -0.008, 0.006], [0.082, 0.074, 0.041], [-0.013, -0.017, -0.014], [-0.177, 0.031, 0.123], [0.013, 0.027, 0.022], [-0.030, -0.012, 0.021], [-0.002, -0.001, 0.003], [-0.020, -0.021, -0.024], [0.099, -0.022, -0.079], [0.128, 0.046, 0.026], [-0.126, -0.101, -0.008], [0.021, -0.038, -0.030], [0.087, 0.090, 0.012], [-0.015, -0.037, 0.026], [-0.029, -0.104, -0.068], [0.005, 0.056, 0.019], [-0.021, 0.004, 0.003], [-0.009, 0.005, -0.006], [0.006, 0.068, 0.000], [-0.035, 0.026, -0.019], [0.016, -0.095, 0.026], [-0.043, 0.097, -0.014], [0.001, 0.002, -0.010], [-0.010, -0.063, 0.037], [0.039, -0.016, -0.025], [-0.025, 0.124, -0.052], [0.065, -0.044, 0.022], [0.010, 0.012, -0.007], [0.000, 0.002, 0.001], [-0.015, 0.019, 0.001], [-0.023, -0.034, 0.043]]}



Entry 4:
{"formula": "C24H24O11S", "method": "ωB97M-V/def2-TZVPD", "charge": 0, "homo_lumo_gap_ha": 0.2794, "smiles": "O=S1(=O)C[C@@H](CCc2ccccc2)CCO1.O=C1C=C(O)C(=O)C=C1O.O=C1C=C(O)C(=O)C=C1O", "spin_multiplicity": 1, "total_energy_ev": -58633.9918, "homo_energy_ev": -9.27, "elements": ["O", "S", "O", "C", "C", "C", "C", "C", "C", "C", "C", "C", "C", "C", "C", "O", "H", "H", "H", "H", "H", "H", "H", "H", "H", "H", "H", "H", "H", "H", "H", "H", "C", "C", "C", "O", "C", "C", "C", "O", "O", "O", "H", "H", "H", "H", "C", "C", "C", "O", "C", "C", "C", "O", "O", "O", "H", "H", "H", "H"], "xyz": [[4.09322, 1.51554, 3.58968], [3.97368, 2.02960, 2.26205], [5.15049, 2.36068, 1.51789], [2.87606, 3.45245, 2.27393], [1.61268, 3.13959, 1.47264], [0.64996, 4.31162, 1.41022], [-0.75133, 3.91626, 0.91244], [-1.26742, 2.63645, 1.52720], [-1.50621, 2.58913, 2.90226], [-1.91768, 1.41175, 3.49992], [-2.09349, 0.27385, 2.71705], [-1.87667, 0.32216, 1.35281], [-1.46173, 1.50572, 0.74860], [2.09307, 2.68759, 0.09313], [2.58528, 1.25337, 0.17485], [3.13375, 0.93496, 1.47382], [3.43760, 4.24378, 1.77880], [2.67744, 3.68490, 3.31704], [1.14641, 2.27734, 1.95413], [1.05213, 5.07504, 0.73708], [0.57272, 4.79408, 2.38808], [-0.76019, 3.83221, -0.17542], [-1.44741, 4.72223, 1.15620], [-1.34784, 3.48209, 3.49547], [-2.08950, 1.37742, 4.56723], [-2.39233, -0.65469, 3.18570], [-2.04296, -0.57139, 0.76712], [-1.27863, 1.54082, -0.31712], [2.91665, 3.33250, -0.22842], [1.31926, 2.77634, -0.66974], [3.30122, 1.01717, -0.61211], [1.74792, 0.56638, 0.05718], [-5.45804, -0.79381, -1.56999], [-6.21202, -1.66165, -2.25996], [-5.66959, -2.45153, -3.43136], [-6.44098, -3.22100, -3.97354], [-4.29215, -2.24801, -3.83076], [-3.54017, -1.37909, -3.14204], [-4.07850, -0.60331, -1.96012], [-3.30115, 0.14901, -1.39810], [-2.27118, -1.11945, -3.42031], [-7.48218, -1.91225, -1.99013], [-5.83644, -0.22730, -0.73093], [-3.91498, -2.80753, -4.67491], [-1.97919, -0.46058, -2.75944], [-7.77123, -2.58083, -2.64339], [3.43071, -2.57112, -0.21931], [4.01247, -3.62781, 0.36768], [3.91935, -5.02258, -0.21436], [4.49712, -5.90651, 0.39033], [3.15928, -5.22025, -1.43244], [2.57652, -4.16234, -2.01237], [2.68736, -2.76668, -1.44146], [2.12542, -1.87667, -2.05953], [1.85885, -4.23068, -3.12376], [4.71075, -3.55872, 1.48588], [3.49369, -1.57072, 0.18687], [3.08702, -6.22070, -1.83464], [1.56661, -3.31656, -3.31234], [5.01647, -4.46830, 1.67475]], "forces_ev_per_angstrom": [[-0.060, -0.024, -0.181], [0.223, 0.030, 0.426], [-0.091, 0.005, -0.229], [-0.106, -0.150, -0.269], [0.336, -0.159, -0.075], [-0.070, 0.141, -0.023], [-0.154, 0.032, 0.072], [0.100, 0.361, -0.107], [0.001, -0.124, -0.178], [0.059, 0.002, -0.131], [-0.012, -0.011, 0.263], [-0.007, -0.040, -0.030], [-0.001, -0.179, 0.393], [0.186, 0.100, -0.062], [-0.234, -0.114, -0.459], [-0.032, -0.026, 0.057], [0.043, 0.130, 0.205], [0.037, 0.028, 0.035], [-0.272, 0.142, 0.053], [0.051, 0.037, 0.033], [-0.014, -0.139, 0.082], [0.044, -0.084, -0.019], [0.046, 0.080, -0.054], [-0.037, 0.006, 0.044], [-0.019, -0.035, 0.020], [-0.047, -0.013, -0.025], [0.053, 0.042, -0.108], [-0.060, 0.020, -0.042], [-0.065, 0.102, -0.012], [-0.080, -0.176, 0.039], [0.207, 0.051, 0.144], [0.000, -0.061, 0.183], [0.069, 0.090, 0.069], [-0.047, 0.022, 0.050], [0.178, -0.011, -0.099], [-0.063, 0.013, 0.025], [-0.075, -0.088, -0.071], [0.052, -0.027, -0.040], [-0.187, 0.023, 0.103], [0.051, -0.032, -0.161], [-0.003, -0.013, 0.002], [0.002, 0.003, 0.010], [-0.014, -0.015, -0.001], [0.018, 0.006, 0.008], [-0.016, 0.008, 0.024], [0.022, -0.015, -0.024], [-0.050, 0.203, -0.027], [0.001, 0.022, 0.008], [-0.092, -0.080, -0.154], [0.020, 0.026, 0.058], [0.055, -0.104, 0.057], [-0.016, -0.052, -0.053], [0.073, 0.091, 0.175], [-0.054, -0.027, -0.043], [0.003, -0.008, -0.002], [0.005, 0.008, -0.004], [0.040, -0.030, 0.062], [-0.005, 0.011, -0.016], [0.010, 0.029, 0.019], [-0.004, -0.028, -0.022]]}